The following is a DFT calculation (wB97M-V/def2-TZVPD) of a structure of composition C80H190Cu2F12N2O27S4.

Results
Kohn-Sham gap   9.47 eV
LUMO level   0.5661 eV

Last column: Mulliken charge in e.
Positions of all 317 atoms, in Å:
Cu -2.371 0.163 -1.315  1.64
Cu -5.196 -1.809 2.329  1.56
C -5.875 -3.436 -0.718  0.10
F -7.096 -3.802 -0.540  -0.24
F -5.102 -3.842 0.284  -0.36
F -5.415 -3.996 -1.856  -0.24
S -5.581 -1.605 -0.927  1.11
O -4.172 -1.355 -1.022  -0.10
O -6.395 -1.280 -2.034  -0.83
N -6.277 -1.120 0.430  -0.65
S -7.773 -0.509 0.669  0.68
O -8.061 0.445 -0.383  -0.64
O -8.690 -1.529 1.113  -0.65
C -7.609 0.454 2.280  0.70
F -6.564 1.261 2.386  -0.04
F -8.793 1.109 2.382  -0.27
F -7.616 -0.410 3.271  -0.29
C -1.242 -2.982 0.382  -0.73
F -2.073 -3.046 -0.653  -0.28
F -1.231 -4.087 1.131  0.06
F -0.036 -2.770 -0.102  0.25
S -1.780 -1.471 1.301  -0.99
O -3.208 -1.468 1.294  1.35
O -1.123 -1.616 2.556  0.25
N -1.202 -0.338 0.381  0.14
S 0.254 0.307 0.465  0.21
O 0.697 0.324 1.811  -0.20
O 1.145 -0.050 -0.577  -0.57
C -0.142 2.080 0.122  -0.35
F 0.980 2.752 0.179  0.02
F -0.570 2.236 -1.126  -0.08
F -1.021 2.563 0.958  -0.13
C -1.292 6.203 -0.844  -0.63
C -1.798 7.158 0.212  0.31
O -0.871 8.227 0.456  -0.17
C -1.248 9.096 1.482  -0.23
C -0.357 10.331 1.337  -1.34
H -2.022 5.459 -0.998  -0.05
H -1.113 6.752 -1.785  0.41
H -0.394 5.774 -0.426  0.21
H -2.778 7.611 -0.161  -0.36
H -1.984 6.697 1.247  0.17
H -2.289 9.354 1.409  0.28
H -1.115 8.717 2.562  0.26
H 0.697 10.123 1.509  0.28
H -0.592 10.988 2.164  0.45
H -0.450 10.844 0.382  0.31
C 6.761 -2.207 -0.771  -0.56
C 7.034 -0.694 -0.977  0.04
O 6.061 -0.176 -1.899  -0.58
C 4.719 -0.012 -1.509  1.30
C 3.907 0.549 -2.655  -1.45
H 6.668 -2.682 -1.743  0.22
H 7.455 -2.647 -0.091  0.34
H 5.703 -2.311 -0.373  -0.17
H 6.875 -0.140 -0.006  -0.15
H 7.962 -0.468 -1.404  0.49
H 4.345 -0.945 -1.140  -0.20
H 4.714 0.678 -0.647  -0.11
H 2.846 0.393 -2.476  -0.08
H 4.234 0.092 -3.586  0.46
H 4.114 1.610 -2.708  0.53
C -0.420 -6.176 -3.497  0.35
C 0.888 -6.771 -3.952  -0.11
O 1.097 -6.446 -5.340  -0.15
C 2.189 -7.166 -5.870  0.18
C 2.657 -6.567 -7.172  -0.97
H -1.252 -6.440 -4.218  0.35
H -0.689 -6.518 -2.529  -0.29
H -0.299 -5.074 -3.536  -0.66
H 1.826 -6.467 -3.462  -0.05
H 0.734 -7.839 -3.959  0.52
H 3.015 -7.182 -5.123  -0.18
H 1.904 -8.201 -6.114  0.30
H 3.300 -7.226 -7.765  0.41
H 3.290 -5.709 -6.804  0.15
H 1.813 -6.206 -7.748  0.18
C 4.370 -0.496 2.156  0.19
C 5.143 -0.967 3.353  -0.94
O 6.328 -1.566 2.836  -0.23
C 6.914 -2.622 3.601  -0.37
C 8.227 -3.026 3.025  -1.16
H 4.985 0.058 1.468  -0.24
H 3.919 -1.368 1.660  0.23
H 3.439 0.092 2.329  0.00
H 5.392 -0.253 4.091  0.46
H 4.557 -1.742 3.841  0.57
H 6.938 -2.235 4.670  0.32
H 6.252 -3.448 3.733  0.31
H 8.044 -3.350 1.976  0.12
H 8.779 -3.772 3.560  0.43
H 8.887 -2.192 2.934  0.31
C -4.483 2.041 0.344  0.54
C -4.567 2.205 -1.127  -0.67
O -3.263 2.037 -1.716  0.51
C -3.176 2.408 -3.131  0.37
C -3.117 3.927 -3.346  -0.97
H -3.678 2.670 0.668  0.48
H -5.439 2.443 0.699  0.26
H -4.213 1.021 0.647  -1.82
H -5.296 1.527 -1.535  0.37
H -4.890 3.296 -1.347  0.39
H -2.211 2.006 -3.448  -0.70
H -4.003 1.921 -3.573  0.64
H -3.881 4.130 -4.125  0.45
H -2.161 4.375 -3.553  0.21
H -3.464 4.486 -2.466  -0.47
C 5.711 -6.325 -4.460  -1.29
C 5.489 -5.302 -3.380  0.06
O 4.205 -4.732 -3.659  -0.27
C 3.801 -3.697 -2.753  -0.20
C 2.456 -3.162 -3.171  0.51
H 4.945 -7.045 -4.375  0.24
H 5.620 -5.831 -5.439  0.26
H 6.631 -6.957 -4.465  0.41
H 5.426 -5.842 -2.404  0.19
H 6.266 -4.552 -3.285  0.18
H 3.726 -4.067 -1.734  0.11
H 4.609 -2.985 -2.767  0.19
H 1.641 -3.887 -2.967  -0.40
H 2.478 -2.799 -4.240  0.15
H 2.350 -2.326 -2.515  -0.29
C -2.008 3.176 -6.937  -1.30
C -0.724 2.706 -6.198  0.61
O -0.211 3.836 -5.499  -0.40
C 0.946 3.470 -4.742  0.24
C 1.214 4.532 -3.720  -0.60
H -2.612 2.371 -7.378  0.38
H -2.676 3.574 -6.196  0.12
H -1.795 3.827 -7.761  0.41
H -0.916 1.897 -5.488  -0.60
H 0.030 2.347 -6.871  0.54
H 0.605 2.583 -4.168  -0.14
H 1.735 3.112 -5.446  0.37
H 1.501 5.546 -4.008  0.45
H 1.900 4.092 -2.971  0.14
H 0.270 4.729 -3.178  -0.23
C -0.924 -0.917 5.956  -0.62
C 0.486 -0.627 5.449  -0.38
O 1.289 -0.194 6.605  -0.62
C 2.675 0.091 6.180  1.14
C 3.649 -0.167 7.283  -1.73
H -0.790 -1.058 7.020  0.69
H -1.528 -0.093 5.702  -0.65
H -1.294 -1.833 5.586  0.12
H 0.970 -1.542 5.111  0.80
H 0.670 -0.035 4.576  0.39
H 2.859 -0.567 5.330  -0.33
H 2.635 1.067 5.802  -0.11
H 3.881 -1.184 7.516  0.40
H 3.203 0.171 8.230  0.43
H 4.563 0.406 7.149  0.37
C 11.714 4.600 -0.704  -1.15
C 10.627 3.619 -1.158  -0.30
O 9.545 3.817 -0.189  -0.34
C 8.551 2.869 -0.427  -0.18
C 7.256 3.369 0.170  -1.06
H 11.285 5.596 -0.699  0.29
H 11.985 4.228 0.295  0.29
H 12.589 4.594 -1.386  0.37
H 10.237 3.878 -2.107  0.36
H 11.031 2.590 -1.202  0.31
H 8.387 2.731 -1.445  0.41
H 8.829 1.898 0.072  0.18
H 6.489 2.632 0.098  0.14
H 6.910 4.269 -0.316  0.36
H 7.335 3.497 1.204  0.31
C -7.703 -4.274 4.480  -1.52
C -7.087 -3.844 3.173  -0.53
O -5.710 -3.590 3.311  0.64
C -4.649 -4.633 3.209  -0.36
C -3.634 -4.368 4.288  -0.59
H -7.078 -4.991 5.006  0.31
H -7.831 -3.431 5.081  0.40
H -8.676 -4.729 4.299  0.41
H -7.256 -4.625 2.497  0.58
H -7.530 -2.912 2.774  0.03
H -5.097 -5.624 3.333  0.48
H -4.180 -4.522 2.237  -0.08
H -2.997 -3.505 4.011  -0.26
H -3.116 -5.291 4.546  0.60
H -4.289 -4.083 5.138  0.20
C -3.707 -4.557 -7.422  -0.85
C -2.433 -4.085 -8.130  -0.48
O -1.535 -3.379 -7.251  -0.23
C -0.342 -4.026 -7.147  -0.63
C 0.456 -3.264 -6.115  0.08
H -3.613 -5.466 -6.762  0.19
H -4.185 -3.713 -6.846  0.06
H -4.391 -4.917 -8.194  0.44
H -1.937 -4.963 -8.596  0.37
H -2.753 -3.542 -8.968  0.41
H -0.445 -5.130 -6.905  0.40
H 0.192 -3.882 -8.118  0.27
H 0.448 -2.213 -6.384  0.60
H 1.507 -3.596 -6.239  0.31
H 0.086 -3.370 -5.084  -0.90
C -1.579 -8.556 0.278  -0.40
C -2.816 -9.391 -0.121  -0.59
O -3.991 -8.624 -0.508  -0.44
C -3.712 -7.764 -1.656  0.07
C -4.978 -7.498 -2.473  -1.22
H -1.180 -8.071 -0.628  -0.09
H -1.780 -7.832 1.078  0.16
H -0.765 -9.282 0.507  0.44
H -2.469 -10.020 -0.950  0.37
H -3.107 -10.055 0.729  0.34
H -3.171 -6.850 -1.328  0.03
H -2.873 -8.238 -2.164  0.46
H -5.806 -7.069 -1.881  0.25
H -5.315 -8.490 -2.832  0.38
H -4.645 -7.002 -3.379  0.30
C 0.107 -0.515 -3.668  0.72
C -1.140 -1.431 -3.504  -0.52
O -2.265 -0.594 -3.301  0.56
C -3.466 -1.083 -3.960  -0.14
C -3.392 -0.980 -5.500  -0.78
H 0.190 0.264 -2.859  -1.12
H 0.984 -1.178 -3.658  -0.25
H 0.120 -0.066 -4.667  0.39
H -1.341 -2.047 -4.376  0.33
H -1.014 -2.096 -2.685  -0.43
H -3.685 -2.131 -3.613  0.03
H -4.248 -0.426 -3.626  0.46
H -2.595 -1.533 -5.981  0.05
H -3.271 0.065 -5.778  0.03
H -4.360 -1.386 -5.880  0.41
C -4.698 -1.461 6.658  -1.27
C -5.454 -1.111 5.355  0.68
O -4.534 -0.668 4.365  0.91
C -4.192 0.681 4.481  -0.12
C -3.134 0.958 3.490  1.15
H -4.250 -0.683 7.204  0.19
H -5.266 -2.152 7.244  0.43
H -3.873 -2.103 6.249  0.10
H -5.866 -2.066 4.886  -0.93
H -6.244 -0.325 5.403  0.39
H -5.106 1.367 4.374  0.33
H -3.809 0.870 5.472  -0.60
H -2.840 2.068 3.499  0.62
H -3.546 0.791 2.455  -1.20
H -2.203 0.368 3.721  -1.05
C -5.284 5.470 1.855  -0.66
C -5.665 6.768 1.126  -0.49
O -5.078 6.720 -0.177  -0.05
C -5.364 7.806 -1.047  -0.48
C -4.824 7.582 -2.435  -0.88
H -5.526 5.497 2.894  0.55
H -5.788 4.662 1.315  0.03
H -4.224 5.348 1.753  0.05
H -6.781 7.009 1.162  0.33
H -5.036 7.529 1.626  0.26
H -6.449 8.080 -1.069  0.41
H -4.898 8.697 -0.637  0.29
H -5.257 6.784 -3.003  0.30
H -3.716 7.430 -2.401  0.05
H -4.854 8.593 -2.946  0.36
C 2.879 6.494 -0.613  -0.77
C 2.534 7.981 -0.940  -0.27
O 2.843 8.261 -2.272  -0.22
C 2.976 9.607 -2.686  -0.29
C 3.896 9.739 -3.855  -1.16
H 2.164 5.820 -1.095  -0.26
H 3.827 6.192 -1.012  0.43
H 2.873 6.347 0.433  0.39
H 1.476 8.218 -0.667  0.23
H 3.114 8.545 -0.230  0.42
H 1.993 10.015 -2.919  0.28
H 3.343 10.178 -1.851  0.35
H 4.971 9.468 -3.789  0.28
H 3.742 10.804 -4.218  0.34
H 3.504 9.182 -4.737  0.29
C 0.451 -5.035 3.755  -1.14
C 1.535 -4.513 2.851  0.39
O 1.592 -5.481 1.838  -0.30
C 2.597 -5.179 0.919  0.57
C 2.635 -6.244 -0.177  -1.21
H -0.526 -5.029 3.218  0.02
H 0.684 -6.061 3.980  0.46
H 0.337 -4.360 4.615  0.28
H 1.311 -3.549 2.435  -0.22
H 2.532 -4.494 3.432  0.37
H 2.391 -4.214 0.408  -0.11
H 3.577 -5.109 1.459  0.13
H 2.324 -7.214 0.274  0.47
H 3.642 -6.311 -0.528  0.30
H 1.920 -6.185 -0.929  0.05
C -0.503 2.404 5.702  -0.01
C -1.338 2.436 6.988  -0.58
O -2.739 2.701 6.810  -0.21
C -3.447 2.539 8.024  -0.34
C -4.968 2.352 7.780  -0.72
H 0.473 2.078 5.892  0.08
H -0.972 1.704 4.994  -0.53
H -0.401 3.349 5.169  0.67
H -1.241 1.443 7.438  0.17
H -0.862 3.160 7.684  0.38
H -3.107 1.566 8.540  0.30
H -3.278 3.446 8.677  0.34
H -5.445 1.748 8.559  0.31
H -5.057 1.805 6.855  0.00
H -5.508 3.312 7.562  0.32
C 2.429 4.387 3.456  -1.62
C 3.201 3.097 3.343  1.68
O 4.431 3.374 4.058  -0.52
C 5.626 2.677 3.646  1.46
C 6.650 3.217 4.624  -1.59
H 1.413 4.388 2.967  0.24
H 2.192 4.620 4.496  0.38
H 3.021 5.260 3.190  0.36
H 2.605 2.275 3.742  -0.62
H 3.467 2.843 2.297  -0.07
H 5.578 1.567 3.706  -0.59
H 5.913 2.994 2.629  -0.20
H 7.702 2.930 4.409  0.35
H 6.378 2.840 5.568  0.45
H 6.691 4.360 4.689  0.33